Below is a 11-piece molecular cluster, C33H84F7O13P2S overall, with properties calculated with the ωB97M-V functional and the def2-TZVPD basis.

XYZ file:
```
140
Properties=species:S:1:pos:R:3:forces:R:3:lowdin_charge:R:1
C -4.0798 -3.5095 -0.1907 -0.60 0.53 -0.17 -0.125
C -4.1363 -2.6159 1.1825 -0.03 -0.24 -0.25 -0.248
C -3.2270 -3.3146 2.3813 0.03 1.25 -0.71 -0.231
C -3.1008 -2.2018 3.5850 -0.94 0.07 -0.46 -0.312
P -1.2849 -1.5046 3.7071 -3.58 1.40 -0.36 0.779
C -1.0672 -0.5326 2.0282 0.88 -0.18 -0.79 -0.321
O 0.3151 -0.0373 1.8413 -3.01 -1.11 -1.09 -0.242
C 0.4753 0.0801 0.3592 -0.20 0.10 -1.51 -0.166
C -0.6243 1.1215 -0.3121 0.66 0.89 -0.12 -0.204
C -0.8007 2.5245 0.5631 -0.48 -0.01 -0.66 -0.109
P -1.1883 0.0158 5.2491 1.11 1.83 1.05 0.771
C -2.9093 0.5797 5.8687 -1.80 0.51 0.00 -0.318
C 0.0228 -0.3625 6.6619 0.59 0.01 2.41 -0.335
S 0.2271 -3.0026 3.7332 10.47 0.27 -4.83 0.715
O 1.5511 -2.5895 4.4891 -5.92 -1.20 -1.11 -0.345
O 0.7110 -3.1527 2.2333 -3.40 0.23 5.01 -0.340
C -0.2644 -4.7092 4.2546 0.05 -5.20 -1.48 -0.253
F -0.9103 -5.3974 3.0749 1.97 2.44 3.94 0.008
F 1.0061 -5.4914 4.4934 -4.35 3.11 -0.60 0.025
C -1.2557 -4.8899 5.5178 -1.65 -3.84 1.44 -0.092
F -2.7273 -4.9089 5.1728 5.08 0.52 0.84 0.027
F -1.0039 -6.2839 6.0515 -0.67 4.65 -1.93 0.042
C -1.0385 -3.8958 6.7943 -0.86 -0.51 3.79 -0.149
F -2.0178 -2.7930 6.6776 3.67 -3.11 0.36 0.009
F -1.4686 -4.6874 8.0090 1.52 3.09 -4.31 0.049
F 0.3550 -3.4861 7.0649 -5.31 -1.17 -1.43 0.069
H -5.1030 -3.3140 -0.7723 2.37 -0.63 1.17 0.097
H -3.2032 -3.1599 -0.8833 -1.63 -0.72 1.36 0.078
H -3.9505 -4.6510 0.0318 -0.37 2.18 -0.40 0.085
H -3.7214 -1.5255 0.9305 -0.77 -2.33 0.68 0.111
H -5.2589 -2.4659 1.5289 2.43 -0.42 -0.50 0.107
H -3.6832 -4.3167 2.7947 1.03 2.06 -0.98 0.124
H -2.1476 -3.4604 1.9164 -2.25 -0.19 0.95 0.096
H -3.5242 -2.5426 4.6206 1.21 0.59 -1.89 0.088
H -3.7549 -1.2566 3.2631 1.59 -1.79 0.72 0.117
H -1.3725 -1.2931 1.1929 0.63 1.26 1.47 0.111
H -1.8808 0.3231 2.0615 1.57 -1.58 0.31 0.131
H 0.3206 -0.9830 -0.1511 0.38 2.01 1.24 0.134
H 1.5859 0.3978 0.1683 -2.27 -0.38 0.57 0.142
H -1.6896 0.6494 -0.4667 2.16 0.64 0.34 0.107
H -0.2191 1.4040 -1.3990 -0.92 -0.68 2.50 0.106
H -0.9603 2.2741 1.6986 0.33 0.61 -2.11 0.060
H 0.1060 3.2558 0.4169 -1.75 -1.78 0.44 0.070
H -1.7593 3.0945 0.1373 2.05 -1.37 1.01 0.092
H -3.8021 -0.1278 5.5185 1.98 1.41 1.08 0.053
H -3.1253 1.6250 5.3407 0.72 -2.31 1.00 0.069
H -2.9506 0.8121 7.0321 0.23 -0.94 -2.45 0.083
H -0.4411 -0.9853 7.5682 0.90 1.26 -2.19 0.064
H 0.3102 0.6887 7.1507 -0.75 -2.11 -1.38 0.086
H 1.0402 -0.8516 6.3559 -2.14 0.90 0.12 0.043
C 3.7787 4.3966 -1.6273 0.29 -0.02 0.00 -0.083
C 2.9252 3.1549 -1.4726 0.10 0.42 -0.22 -0.311
O 1.6061 3.5175 -1.0922 -0.38 0.06 -0.18 -0.118
H 3.8101 4.9612 -0.6897 -0.01 -0.14 -0.05 0.079
H 4.8004 4.1340 -1.9160 -0.10 0.13 -0.02 0.058
H 3.3580 5.0637 -2.3868 0.06 -0.11 -0.04 0.080
H 3.3367 2.5016 -0.6975 -0.21 0.06 -0.01 0.111
H 2.8782 2.5917 -2.4096 0.19 -0.08 -0.01 0.111
H 1.2465 4.0906 -1.7910 0.16 -0.26 0.35 0.090
C -0.9698 3.5431 -4.5116 0.17 -0.21 -0.02 -0.091
C -1.4430 2.2364 -3.9091 -0.21 0.39 -0.35 -0.323
O -2.1858 2.4889 -2.7256 -0.49 0.10 0.44 -0.106
H -0.3467 4.0923 -3.7984 -0.01 -0.09 -0.17 0.067
H -0.3914 3.3656 -5.4227 -0.10 0.14 0.16 0.072
H -1.8206 4.1883 -4.7541 0.06 -0.07 -0.09 0.080
H -0.5893 1.6039 -3.6481 -0.22 -0.01 0.08 0.097
H -2.0775 1.6873 -4.6115 0.24 -0.12 -0.05 0.106
H -2.9461 3.0442 -2.9695 0.44 -0.30 0.12 0.092
C 7.4526 6.7151 -0.8766 -0.07 0.22 0.09 -0.092
C 7.2422 5.2316 -0.6551 0.27 0.23 -0.13 -0.329
O 7.1096 4.5688 -1.9038 0.20 -0.22 -0.35 -0.105
H 6.6120 7.1443 -1.4316 0.05 -0.09 0.14 0.077
H 7.5521 7.2416 0.0769 0.04 0.02 -0.11 0.076
H 8.3528 6.8938 -1.4737 0.00 -0.01 0.15 0.074
H 6.3300 5.0564 -0.0770 0.09 -0.11 -0.20 0.101
H 8.0846 4.7924 -0.1121 -0.06 0.08 0.19 0.109
H 7.9280 4.7234 -2.4061 -0.46 -0.11 0.25 0.093
C 3.9334 -7.3337 3.9959 0.22 0.10 -0.11 -0.093
C 3.4603 -8.6404 4.5984 -0.15 0.28 -0.11 -0.323
O 2.7175 -8.3878 5.7819 -0.38 0.12 0.22 -0.088
H 4.5566 -6.7845 4.7091 -0.03 -0.15 -0.09 0.081
H 4.5119 -7.5112 3.0847 -0.06 0.09 0.04 0.077
H 3.0827 -6.6885 3.7534 0.06 -0.10 -0.11 0.051
H 4.3140 -9.2729 4.8594 -0.23 0.07 0.13 0.116
H 2.8258 -9.1895 3.8960 0.16 -0.08 -0.14 0.108
H 1.9572 -7.8325 5.5379 0.42 -0.33 0.15 0.068
C 0.5408 -2.2814 -5.0315 0.23 -0.03 -0.06 -0.090
C -0.4589 -1.8493 -3.9788 -0.09 -0.22 -0.35 -0.326
O -1.4725 -1.0508 -4.5713 -0.34 0.06 -0.14 -0.090
H 0.9958 -1.4086 -5.5112 -0.02 -0.08 0.16 0.078
H 1.3318 -2.8943 -4.5900 -0.02 0.00 -0.10 0.075
H 0.0473 -2.8576 -5.8209 0.02 -0.07 0.16 0.071
H 0.0342 -1.2553 -3.2035 -0.18 0.11 -0.10 0.102
H -0.9277 -2.7163 -3.5034 0.15 -0.10 0.08 0.092
H -1.9099 -1.5901 -5.2524 0.23 0.25 0.38 0.094
C 0.2093 -6.4039 -5.0813 0.25 -0.03 -0.03 -0.090
C -0.7904 -5.9719 -4.0286 0.02 -0.22 -0.33 -0.330
O -1.8040 -5.1734 -4.6211 -0.41 0.14 -0.18 -0.101
H 0.6643 -5.5312 -5.5610 -0.03 -0.09 0.15 0.067
H 1.0003 -7.0168 -4.6397 -0.05 0.01 -0.11 0.078
H -0.2842 -6.9802 -5.8707 0.05 -0.06 0.13 0.077
H -0.2973 -5.3779 -3.2533 -0.20 0.05 -0.11 0.107
H -1.2592 -6.8389 -3.5532 0.17 -0.05 0.13 0.107
H -2.2414 -5.7126 -5.3022 0.22 0.32 0.36 0.091
C 4.9121 -0.2780 4.0691 0.23 -0.05 -0.04 -0.086
C 3.9124 0.1540 5.1218 0.06 -0.13 -0.32 -0.332
O 2.8987 0.9525 4.5293 -0.54 0.03 -0.08 -0.098
H 5.3670 0.5947 3.5894 -0.04 -0.08 0.17 0.081
H 5.7030 -0.8910 4.5107 -0.05 0.02 -0.11 0.078
H 4.4186 -0.8543 3.2797 0.03 -0.07 0.13 0.073
H 4.4055 0.7480 5.8971 -0.22 0.04 -0.13 0.117
H 3.4435 -0.7130 5.5972 0.17 -0.14 0.12 0.087
H 2.4614 0.4132 3.8482 0.23 0.30 0.24 0.068
C 1.7442 6.6946 -7.7255 0.17 0.13 -0.18 -0.094
C 1.2711 5.3879 -7.1230 -0.17 0.34 -0.04 -0.322
O 0.5283 5.6404 -5.9395 -0.22 0.17 0.11 -0.110
H 2.3674 7.2438 -7.0123 0.00 -0.16 -0.07 0.078
H 2.3227 6.5171 -8.6366 -0.04 0.09 0.05 0.076
H 0.8935 7.3398 -7.9680 0.03 -0.12 -0.08 0.065
H 2.1248 4.7554 -6.8620 -0.19 0.05 0.12 0.114
H 0.6366 4.8387 -7.8254 0.15 -0.07 -0.16 0.110
H -0.2321 6.1957 -6.1834 0.38 -0.14 0.17 0.087
C -8.3104 -4.4620 3.9872 -0.20 -0.12 -0.02 -0.086
C -7.2443 -3.8470 3.1043 -0.19 -0.22 0.31 -0.338
O -6.8940 -2.5602 3.5917 0.51 0.44 0.25 -0.105
H -9.2011 -3.8259 4.0148 0.14 -0.10 -0.11 0.084
H -8.5951 -5.4529 3.6222 0.01 0.08 0.11 0.081
H -7.9534 -4.5551 5.0180 0.03 -0.11 -0.09 0.076
H -7.6129 -3.7356 2.0802 0.13 0.17 0.15 0.118
H -6.3455 -4.4708 3.0817 -0.04 -0.20 -0.14 0.097
H -6.5601 -2.6711 4.4985 -0.33 0.05 -0.44 0.084
C -1.0082 10.9597 -7.6463 -0.09 0.12 -0.19 -0.095
C -1.4041 10.2582 -6.3635 0.24 0.18 -0.15 -0.326
O -0.6885 9.0383 -6.2372 0.36 -0.36 0.11 -0.104
H -1.2144 10.3228 -8.5126 -0.06 0.08 0.14 0.078
H -1.5546 11.9002 -7.7611 0.11 -0.05 -0.04 0.076
H 0.0658 11.1725 -7.6558 -0.09 0.09 0.06 0.074
H -2.4736 10.0279 -6.3676 0.21 -0.14 0.07 0.114
H -1.1890 10.8836 -5.4916 -0.16 0.12 -0.03 0.109
H 0.2598 9.2545 -6.2261 -0.50 -0.16 0.02 0.085
```
Positions in Å, forces in eV/Å.

Calculated values
Maximum force: 11.5 eV Å⁻¹
E_tot: -4065.00448 a.u.
Net charge: +1
HOMO: -11.268 eV
Frontier orbital gap: 6.254 eV